Entry 1
{
  "formula": "C5H23NO7",
  "method": "wB97M-V/def2-TZVPD",
  "elements": ["C", "C", "C", "C", "O", "N", "C", "H", "H", "H", "H", "H", "H", "H", "H", "H", "H", "H", "O", "H", "H", "O", "H", "H", "O", "H", "H", "O", "H", "H", "O", "H", "H", "O", "H", "H"],
  "positions_angstrom": [[1.60, -1.27, -0.21], [0.43, -2.17, -0.66], [-0.91, -1.43, -0.64], [-2.01, -2.28, -1.21], [-2.36, -2.12, -2.35], [-1.23, -1.11, 0.78], [-2.59, -0.60, 0.96], [1.50, -0.84, 0.78], [1.62, -0.41, -0.88], [2.54, -1.74, -0.46], [0.31, -2.96, 0.10], [0.72, -2.65, -1.60], [-0.80, -0.50, -1.22], [-2.47, -3.09, -0.62], [-0.56, -0.50, 1.20], [-3.30, -0.85, 0.18], [-2.64, 0.49, 1.06], [-2.98, -1.00, 1.90], [0.46, 1.84, -1.13], [0.97, 2.64, -1.19], [0.86, 1.05, -1.51], [-0.39, 2.60, 2.41], [-0.83, 1.82, 2.78], [-0.75, 2.68, 1.52], [-1.38, 1.47, -3.25], [-2.20, 1.41, -2.76], [-0.79, 2.06, -2.77], [0.15, -1.35, 3.32], [0.86, -1.30, 3.95], [-0.10, -2.20, 2.96], [3.35, 1.94, -2.14], [2.86, 2.76, -2.00], [3.31, 1.56, -1.25], [2.45, 1.83, 1.08], [1.58, 1.56, 1.40], [2.73, 2.66, 1.47]],
  "mulliken_charge": [-0.788, -0.678, 1.050, -0.343, -0.483, -0.071, -1.101, 0.244, 0.002, 0.408, 0.278, 0.359, -0.361, 0.443, 0.109, 0.406, 0.277, 0.311, -0.570, 0.226, 0.338, -0.649, 0.311, 0.324, -0.620, 0.289, 0.314, -0.597, 0.289, 0.309, -0.640, 0.290, 0.299, -0.581, 0.328, 0.277],
  "lumo_energy_ev": 0.1,
  "charge": 0,
  "homo_lumo_gap_ev": 9.3278,
  "e_homo_ev": -9.22
}


Entry 2
{
  "formula": "C5H23NO7",
  "method": "wB97M-V/def2-TZVPD",
  "elements": ["C", "C", "C", "C", "C", "N", "H", "H", "H", "H", "H", "H", "H", "H", "H", "O", "H", "H", "O", "H", "H", "O", "H", "H", "O", "H", "H", "O", "H", "H", "O", "H", "H", "O", "H", "H"],
  "positions_angstrom": [[-1.30, -3.26, -1.19], [-0.07, -2.56, -1.50], [0.94, -2.46, -0.66], [2.25, -1.93, -1.04], [2.73, -0.88, -0.35], [3.86, -0.11, -0.50], [-1.26, -3.99, -0.40], [-2.08, -2.52, -0.84], [-1.90, -3.49, -2.12], [0.07, -2.00, -2.45], [1.05, -2.75, 0.40], [2.73, -2.55, -1.74], [2.01, -0.40, 0.35], [4.49, -0.51, -1.21], [4.41, 0.21, 0.28], [0.20, 0.27, -2.26], [1.08, 0.00, -1.95], [0.24, 1.10, -2.75], [-0.02, 3.52, -2.15], [-0.64, 3.58, -2.88], [0.69, 4.13, -2.42], [-4.04, 0.26, 1.27], [-4.66, -0.35, 0.86], [-3.91, -0.10, 2.16], [-1.23, 1.51, 3.62], [-1.76, 2.24, 3.26], [-0.32, 1.91, 3.57], [0.42, 2.27, 0.63], [-0.23, 2.02, 1.28], [0.05, 1.97, -0.21], [-2.11, 2.01, -0.07], [-2.68, 1.36, 0.37], [-1.83, 1.39, -0.80], [1.24, 0.03, 3.76], [0.66, -0.60, 3.34], [0.91, 0.68, 4.37]],
  "mulliken_charge": [-1.208, 0.347, -0.354, -0.838, -0.136, -0.442, 0.353, 0.141, 0.322, 0.280, 0.348, 0.372, 0.330, 0.222, 0.243, -0.612, 0.373, 0.276, -0.545, 0.305, 0.271, -0.638, 0.293, 0.308, -0.637, 0.319, 0.300, -0.607, 0.341, 0.269, -0.649, 0.335, 0.316, -0.598, 0.320, 0.280],
  "lumo_energy_ev": 0.3,
  "charge": 0,
  "homo_lumo_gap_ev": 8.1306,
  "e_homo_ev": -7.80
}


Entry 3
{
  "formula": "C5H23NO7",
  "method": "wB97M-V/def2-TZVPD",
  "elements": ["C", "C", "C", "C", "N", "C", "O", "H", "H", "H", "H", "H", "H", "H", "H", "H", "H", "H", "O", "H", "H", "O", "H", "H", "O", "H", "H", "O", "H", "H", "O", "H", "H", "O", "H", "H"],
  "positions_angstrom": [[2.01, -1.70, -1.05], [1.13, -0.45, -1.02], [1.20, 0.29, -2.36], [1.59, 0.48, 0.11], [0.96, 0.15, 1.39], [1.74, -0.18, 2.47], [2.94, -0.31, 2.38], [1.60, -2.45, -1.75], [3.00, -1.43, -1.41], [2.12, -2.14, -0.06], [0.08, -0.70, -0.83], [0.47, 1.10, -2.37], [1.00, -0.36, -3.22], [2.18, 0.71, -2.54], [1.33, 1.53, -0.13], [2.67, 0.41, 0.24], [-0.04, 0.34, 1.52], [1.19, -0.33, 3.41], [-1.91, 0.27, 2.10], [-2.11, 1.15, 1.72], [-2.59, -0.29, 1.72], [3.35, 2.75, -1.65], [2.47, 2.46, -1.38], [3.95, 2.43, -0.97], [-2.20, 2.43, 0.63], [-1.40, 2.98, 0.60], [-2.22, 1.88, -0.18], [-2.35, 0.70, -1.40], [-2.63, -0.15, -0.96], [-3.09, 0.91, -1.98], [-2.34, -2.46, 2.17], [-1.63, -3.11, 2.07], [-1.90, -1.66, 2.52], [-3.51, -1.37, -0.04], [-3.06, -1.82, 0.72], [-4.02, -2.06, -0.47]],
  "mulliken_charge": [-1.605, 1.688, -1.744, -0.883, 0.200, -0.063, -0.571, 0.423, 0.355, 0.361, -0.221, 0.381, 0.380, 0.436, 0.143, 0.293, 0.228, 0.376, -0.726, 0.267, 0.278, -0.676, 0.297, 0.332, -0.763, 0.331, 0.448, -0.635, 0.392, 0.271, -0.721, 0.328, 0.377, -0.676, 0.416, 0.282],
  "lumo_energy_ev": 0.1,
  "charge": 0,
  "homo_lumo_gap_ev": 9.6039,
  "e_homo_ev": -9.50
}


entry 3 wins, 2.348 eV ahead of the next structure.


Entry 1
{
  "formula": "C2N2",
  "method": "wB97M-V/def2-TZVPD",
  "elements": ["N", "C", "C", "N"],
  "positions_angstrom": [[-1.44, -0.95, -0.62], [-0.48, -0.47, -0.19], [0.66, 0.20, 0.30], [1.29, 1.18, 0.52]],
  "mulliken_charge": [-0.248, 0.261, 0.270, -0.283],
  "lumo_energy_ev": -0.6,
  "charge": 0,
  "homo_lumo_gap_ev": 12.1294,
  "e_homo_ev": -12.71
}


Entry 2
{
  "formula": "C2N2",
  "method": "wB97M-V/def2-TZVPD",
  "elements": ["N", "C", "C", "N"],
  "positions_angstrom": [[-1.88, -0.04, -0.02], [-0.71, 0.09, 0.01], [0.72, -0.05, 0.03], [1.87, 0.00, -0.03]],
  "mulliken_charge": [-0.292, 0.305, 0.252, -0.265],
  "lumo_energy_ev": -0.5,
  "charge": 0,
  "homo_lumo_gap_ev": 12.3813,
  "e_homo_ev": -12.83
}


entry 2 wins, 0.142 eV ahead of the next structure.


Entry 1
{
  "formula": "C3H5NS3",
  "method": "wB97M-V/def2-TZVPD",
  "elements": ["S", "C", "S", "C", "C", "N", "S", "H", "H", "H", "H", "H"],
  "positions_angstrom": [[2.79, -0.82, -0.33], [2.23, 0.65, -0.66], [0.77, 1.42, -0.25], [0.01, 0.38, 1.00], [-0.54, -0.84, 0.20], [-1.66, -0.98, -0.37], [-2.82, 0.18, -0.46], [2.79, 1.35, -1.40], [0.74, -0.01, 1.68], [-0.77, 0.95, 1.54], [0.17, -1.65, 0.17], [-3.70, -0.63, -1.12]],
  "mulliken_charge": [-0.276, -0.048, 0.057, -0.804, 0.059, -0.404, -0.134, 0.246, 0.324, 0.417, 0.401, 0.161],
  "lumo_energy_ev": -0.3,
  "charge": 0,
  "homo_lumo_gap_ev": 8.6004,
  "e_homo_ev": -8.90
}


Entry 2
{
  "formula": "C3H5NS3",
  "method": "wB97M-V/def2-TZVPD",
  "elements": ["S", "C", "N", "C", "S", "C", "S", "H", "H", "H", "H", "H"],
  "positions_angstrom": [[-2.96, -0.40, 1.80], [-1.36, -0.29, 1.70], [-0.71, 0.14, 0.55], [0.66, 0.08, 0.33], [1.77, -0.21, 1.49], [1.09, 0.48, -1.08], [-0.02, -0.06, -2.38], [-0.71, -0.49, 2.52], [-1.32, 0.46, -0.21], [2.13, 0.12, -1.30], [1.26, 1.54, -1.06], [0.18, -1.37, -2.37]],
  "mulliken_charge": [-0.293, -0.143, -0.157, 0.419, -0.309, -0.706, -0.222, 0.275, 0.296, 0.353, 0.341, 0.146],
  "lumo_energy_ev": -0.8,
  "charge": 0,
  "homo_lumo_gap_ev": 7.9929,
  "e_homo_ev": -8.83
}


Entry 3
{
  "formula": "C3H5NS3",
  "method": "wB97M-V/def2-TZVPD",
  "elements": ["S", "C", "C", "C", "S", "N", "S", "H", "H", "H", "H", "H"],
  "positions_angstrom": [[-2.76, -1.01, -0.48], [-1.84, 0.26, -0.39], [-0.83, 0.47, 0.69], [0.49, 0.26, 0.12], [1.01, 1.88, -0.44], [1.24, -0.94, 0.10], [2.93, -1.26, -0.31], [-2.06, 1.15, -1.05], [-0.91, 1.48, 1.36], [-1.05, -0.44, 1.30], [0.52, -1.79, 0.42], [3.25, -0.05, -1.32]],
  "mulliken_charge": [-0.243, -0.014, -0.634, 0.254, -0.296, -0.315, -0.113, 0.290, 0.293, 0.261, 0.324, 0.192],
  "lumo_energy_ev": -0.8,
  "charge": 0,
  "homo_lumo_gap_ev": 7.5816,
  "e_homo_ev": -8.37
}


Entry 4
{
  "formula": "C3H5NS3",
  "method": "wB97M-V/def2-TZVPD",
  "elements": ["C", "C", "C", "H", "H", "H", "H", "H", "N", "S", "S", "S"],
  "positions_angstrom": [[0.21, 0.68, 0.57], [-1.31, 0.95, 0.19], [-0.26, -1.17, -0.96], [2.45, -1.38, 0.98], [0.64, 1.67, 0.62], [0.15, 0.07, 1.64], [-1.45, 1.70, -0.61], [-1.78, 1.42, 0.95], [0.74, -0.30, -0.40], [2.45, -0.58, -0.61], [-1.70, -0.74, -0.23], [-0.16, -2.30, -2.16]],
  "mulliken_charge": [-0.522, -0.648, 0.217, 0.126, 0.312, 0.310, 0.314, 0.449, -0.075, -0.108, -0.110, -0.265],
  "lumo_energy_ev": -0.5,
  "charge": 0,
  "homo_lumo_gap_ev": 8.0409,
  "e_homo_ev": -8.53
}


entry 2 wins, 1.152 eV ahead of the next structure.


Entry 1
{
  "formula": "C6H14NS",
  "method": "wB97M-V/def2-TZVPD",
  "elements": ["C", "C", "C", "C", "N", "C", "C", "S", "H", "H", "H", "H", "H", "H", "H", "H", "H", "H", "H", "H", "H", "H"],
  "positions_angstrom": [[1.18, 1.78, -0.05], [1.61, 0.90, -1.20], [1.71, -0.60, -0.81], [0.40, -1.33, -0.50], [-0.32, -0.95, 0.71], [-1.77, -1.08, 0.61], [-2.57, 0.17, 1.16], [-1.61, 1.30, 2.23], [0.16, 1.62, 0.16], [1.34, 2.82, -0.31], [1.75, 1.55, 0.83], [2.59, 1.10, -1.53], [0.92, 0.91, -2.06], [2.35, -0.61, 0.07], [2.22, -1.14, -1.59], [0.73, -2.37, -0.32], [-0.12, -1.40, -1.47], [-0.02, -0.04, 1.05], [-2.07, -1.21, -0.42], [-2.07, -1.88, 1.29], [-3.07, 0.68, 0.32], [-3.34, -0.22, 1.83]],
  "mulliken_charge": [-1.145, -0.221, -0.973, -0.499, -0.224, -0.458, -0.675, -0.667, 0.205, 0.333, 0.339, 0.333, 0.265, 0.369, 0.369, 0.177, 0.336, 0.104, 0.233, 0.303, 0.223, 0.273],
  "lumo_energy_ev": 3.8,
  "charge": -1,
  "homo_lumo_gap_ev": 6.1133,
  "e_homo_ev": -2.36
}


Entry 2
{
  "formula": "C6H14NS",
  "method": "wB97M-V/def2-TZVPD",
  "elements": ["C", "C", "C", "C", "N", "C", "C", "S", "H", "H", "H", "H", "H", "H", "H", "H", "H", "H", "H", "H", "H", "H"],
  "positions_angstrom": [[1.00, -1.20, 2.36], [0.07, -0.89, 1.30], [-0.80, 0.36, 1.78], [0.84, -0.39, -0.03], [0.02, -0.81, -1.28], [0.12, 0.22, -2.44], [-0.76, 1.56, -2.42], [-1.68, 2.04, -3.86], [0.60, -0.88, 3.49], [2.01, -0.63, 2.52], [1.26, -2.32, 2.51], [-0.57, -1.81, 1.07], [-1.68, -0.04, 2.44], [-1.27, 0.86, 0.90], [-0.33, 1.07, 2.45], [1.10, 0.62, 0.10], [1.77, -0.87, -0.13], [-0.94, -0.81, -0.97], [1.11, 0.34, -2.75], [-0.35, -0.23, -3.31], [-1.55, 1.53, -1.43], [0.02, 2.28, -2.30]],
  "mulliken_charge": [-1.417, 0.733, -1.208, -0.903, -0.499, -0.870, -0.314, -0.625, 0.302, 0.281, 0.288, 0.278, 0.332, 0.201, 0.365, 0.335, 0.520, 0.289, 0.473, 0.368, -0.051, 0.121],
  "lumo_energy_ev": 3.2,
  "charge": -1,
  "homo_lumo_gap_ev": 5.5141,
  "e_homo_ev": -2.33
}


entry 1 wins, 1.708 eV ahead of the next structure.